No. 1
Computed, not measured: one molecule with the formula C6H12Si in a non-equilibrium geometry, with wB97M-V/def2-TZVPD.

Calculated values
LUMO = 0.566 eV
E_HOMO = -8.58 eV
Net charge = 0
Structure (SMILES) = C[SiH2]C1=CCCC1

Each line ends with the Mulliken charge.
Atoms and positions in Å:
C  0.78  0.90  2.68  -1.099
Si  0.59  -0.91  1.80  0.558
C  -0.38  -0.11  0.17  0.175
C  -0.20  0.94  -0.64  -0.404
C  -0.49  0.74  -2.07  -0.780
C  -0.14  -0.72  -2.10  -0.642
C  -0.72  -1.18  -0.74  -0.730
H  1.44  1.13  3.60  0.320
H  1.15  1.61  1.90  0.255
H  -0.14  1.34  2.99  0.343
H  1.94  -0.94  1.32  -0.085
H  -0.62  -1.46  2.21  -0.126
H  -0.08  2.01  -0.35  0.329
H  0.16  1.40  -2.52  0.414
H  -1.56  0.95  -2.29  0.261
H  -0.48  -1.38  -2.86  0.348
H  0.97  -0.78  -2.06  0.228
H  -1.88  -1.34  -0.54  0.221
H  -0.34  -2.18  -0.50  0.414


No. 2
Computed, not measured: one molecule with the formula C6H13BN5OP in a non-equilibrium geometry, with wB97M-V/def2-TZVPD.

Calculated values
LUMO = -0.522 eV
E_HOMO = -9.05 eV
Net charge = 0
Structure (SMILES) = CN(C)B(O)c1nnc(P(C)C)nn1

Each line ends with the Mulliken charge.
Atoms and positions in Å:
C  2.87  -0.94  0.25  -1.004
N  3.18  0.40  -0.27  -0.100
C  3.45  0.32  -1.71  -0.939
B  2.23  1.42  0.10  0.451
O  2.56  2.73  0.21  -0.508
C  0.71  1.05  0.42  0.435
N  0.05  0.46  -0.58  -0.275
N  -1.21  0.13  -0.38  -0.247
C  -1.74  0.41  0.81  0.623
P  -3.50  -0.06  1.15  0.036
C  -3.22  -1.88  1.28  -1.123
C  -4.19  0.04  -0.55  -1.003
N  -1.09  1.02  1.81  -0.385
N  0.16  1.35  1.61  -0.239
H  2.04  -1.42  -0.30  0.344
H  2.62  -0.88  1.31  0.325
H  3.74  -1.58  0.14  0.322
H  4.40  -0.20  -1.89  0.314
H  3.54  1.33  -2.14  0.334
H  2.65  -0.20  -2.24  0.306
H  3.30  2.98  -0.37  0.302
H  -4.18  -2.39  1.30  0.358
H  -2.61  -2.25  0.46  0.377
H  -2.69  -2.07  2.22  0.321
H  -5.27  -0.04  -0.45  0.361
H  -3.97  1.01  -0.99  0.332
H  -3.83  -0.76  -1.19  0.282


No. 3
Computed, not measured: C6H13Br12N2P as an isolated structure in a non-equilibrium geometry, with wB97M-V/def2-TZVPD.

Calculated values
LUMO = -0.410 eV
E_HOMO = -8.02 eV
Net charge = 0

Each line ends with the Mulliken charge.
Atoms and positions in Å:
N  1.78  -0.68  -0.52  -0.202
C  1.10  0.57  -0.22  -0.420
C  0.00  1.04  -1.23  -0.054
P  -1.27  -0.23  -1.73  -0.033
N  -2.45  -0.22  -0.40  -0.337
H  1.29  -1.47  -0.15  0.180
H  2.00  -0.80  -1.50  0.052
H  1.87  1.35  -0.22  0.165
H  0.64  0.55  0.77  0.214
H  0.45  1.41  -2.14  0.035
H  -0.51  1.89  -0.78  0.163
H  -0.63  -1.51  -1.66  -0.019
H  -2.31  0.62  0.15  0.064
H  -2.15  -0.97  0.22  0.246
C  3.55  2.16  -3.66  -0.320
Br  4.95  2.36  -4.98  -0.040
Br  2.25  3.59  -3.77  -0.021
Br  2.72  0.42  -3.76  -0.025
H  4.02  2.23  -2.69  0.393
C  -1.65  2.95  2.55  -0.333
Br  0.13  3.54  2.07  -0.018
Br  -2.92  3.28  1.13  -0.025
Br  -1.66  1.10  3.10  -0.023
H  -1.96  3.54  3.40  0.372
C  -5.69  -2.31  0.94  -0.311
Br  -4.51  -1.52  2.25  0.007
Br  -7.10  -3.33  1.77  -0.049
Br  -6.39  -0.98  -0.28  0.002
H  -5.09  -3.00  0.35  0.345
C  3.94  -3.02  2.12  -0.296
Br  2.06  -3.35  1.81  -0.016
Br  4.26  -2.46  3.94  -0.006
Br  5.02  -4.54  1.64  -0.014
H  4.23  -2.20  1.48  0.324


No. 4
Computed, not measured: C6H13CeO3 as an isolated structure in a non-equilibrium geometry, with wB97M-V/def2-TZVPD.

Calculated values
LUMO (spin up / spin down) = -3.976 / -4.000 eV
E_HOMO (spin up / spin down) = -11.28 / -13.86 eV
⟨S²⟩ = 2.008
Net charge = +1
Spin multiplicity = 3

Each line ends with the Löwdin spin population.
Atoms and positions in Å:
C  -0.38  -2.17  -0.99  0.621
C  0.38  -2.76  0.16  0.093
H  -0.35  -2.77  -1.91  0.032
H  -0.01  -1.19  -1.32  0.030
H  0.17  -3.83  0.28  0.000
H  0.16  -2.23  1.11  0.010
H  1.47  -2.67  0.01  0.032
O  -5.28  0.23  -1.79  -0.005
C  -3.93  -0.01  -1.56  0.008
C  -3.63  -1.46  -1.22  0.122
O  -4.62  -1.88  -0.30  0.021
C  -4.92  -3.27  -0.18  0.001
C  -6.28  -3.36  0.51  -0.001
O  -7.21  -2.51  -0.09  -0.011
Ce  -6.66  -0.77  -0.82  1.030
H  -3.53  0.63  -0.75  0.001
H  -3.32  0.24  -2.46  0.000
H  -2.25  -1.75  -1.03  0.019
H  -4.13  -3.78  0.40  0.000
H  -4.96  -3.71  -1.19  0.000
H  -6.14  -3.12  1.59  0.000
H  -6.60  -4.41  0.47  0.000
H  -3.61  -2.12  -2.11  0.000


No. 5
Computed, not measured: an isolated ion of composition C6H13ClN and charge +1 in a non-equilibrium geometry, with wB97M-V/def2-TZVPD.

Calculated values
LUMO = -5.410 eV
E_HOMO = -14.53 eV
Net charge = +1
Structure (SMILES) = CC(C)/[NH+]=C/CCCl

Each line ends with the Mulliken charge.
Atoms and positions in Å:
C  0.36  2.05  -1.46  -1.228
C  -0.66  1.06  -0.89  -0.043
C  -1.14  1.53  0.68  -1.043
N  -0.04  -0.22  -0.78  0.043
C  -0.32  -1.55  -0.59  0.053
C  0.32  -2.49  0.40  -0.261
C  0.82  -1.61  1.38  -0.588
Cl  2.44  -0.84  1.11  -0.178
H  1.26  2.02  -0.87  0.465
H  0.52  1.67  -2.56  0.285
H  0.19  3.11  -1.53  0.405
H  -1.58  0.96  -1.55  0.429
H  -1.18  2.61  0.72  0.368
H  -0.56  1.13  1.41  0.383
H  -2.25  1.14  0.79  0.278
H  0.82  0.28  -0.19  0.022
H  -1.22  -1.78  -0.96  0.459
H  -0.29  -3.07  1.00  0.273
H  1.10  -3.15  -0.12  0.322
H  1.31  -2.00  2.31  0.313
H  0.09  -0.84  1.70  0.243


No. 6
Computed, not measured: C6H13ClN2 as an isolated structure in a non-equilibrium geometry, with wB97M-V/def2-TZVPD.

Calculated values
LUMO = -2.027 eV
E_HOMO = -5.09 eV
Net charge = 0

Each line ends with the Mulliken charge.
Atoms and positions in Å:
C  2.47  -0.63  0.77  -0.572
C  2.09  -0.29  -0.58  -0.413
N  0.71  0.13  -1.01  0.106
C  -0.20  -1.05  -0.90  -0.547
C  -1.10  -1.11  0.41  -0.571
N  -1.95  0.16  0.40  -0.405
C  -0.96  1.25  0.69  -0.629
C  0.22  1.40  -0.37  -0.457
H  2.73  -1.73  0.96  0.270
H  2.54  0.18  1.57  0.262
H  2.90  -0.41  -1.39  0.295
H  0.80  0.33  -2.03  0.401
H  0.44  -2.00  -0.96  0.346
H  -0.89  -1.05  -1.82  0.392
H  -1.79  -2.03  0.45  0.328
H  -0.46  -1.02  1.38  0.311
H  -2.52  0.09  1.26  0.346
H  -0.54  1.18  1.77  0.310
H  -1.56  2.24  0.67  0.312
H  -0.02  2.19  -1.18  0.356
H  1.12  1.85  0.20  0.246
Cl  -4.03  0.33  -0.29  -0.686